A structure of composition C5H8F2N2, computed with ωB97M-V/def2-TZVPD.

Results
**HOMO-LUMO gap**: 0.36886 hartree
**Energy**: -504.4771 hartree
**HOMO energy**: -9.336 eV
**Energy relative to the best compared isomer or geometry (same formula, charge and spin)**: 59.5 kcal per mole

Structure (ORCA input):
```
! wB97M-V def2-TZVPD RIJCOSX def2/J DEFGRID3
* xyz 0 1
C -1.85348 -1.09619 0.91082
C 0.96702 0.26730 -1.42911
C 1.50306 -0.49012 0.72237
C -1.96563 -0.06633 -0.08701
C -0.36260 0.99707 0.36833
N -1.59293 -1.90128 1.72245
N 0.85113 0.56737 -0.04406
F -0.59805 1.06541 1.71093
F -0.70530 2.21107 -0.15909
H 0.47581 -0.74619 -1.63992
H 0.67814 1.17251 -2.01215
H 2.05583 0.11110 -1.79842
H 1.60536 -0.25634 1.74629
H 0.91795 -1.43821 0.71780
H 2.58223 -0.42715 0.27258
H -2.83242 0.58502 0.11839
H -1.72611 -0.55505 -1.12020
*
```

***

An isolated molecule of C5H8FN, computed with ωB97M-V/def2-TZVPD.

Results
**SMILES**: N[C@@H]1CCC=C1F
**HOMO-LUMO gap**: 0.33743 hartree
**Energy**: -349.7931 hartree
**HOMO energy**: -8.190 eV
**Energy relative to the best compared isomer or geometry (same formula, charge and spin)**: 79.2 kcal per mole

Structure (ORCA input):
```
! wB97M-V def2-TZVPD RIJCOSX def2/J DEFGRID3
* xyz 0 1
N -1.05975 1.62545 -0.40347
C -0.46632 0.59582 0.40529
C 0.98101 0.48898 0.04648
C 1.21468 -0.90685 -0.04876
C -0.11302 -1.63047 -0.13905
C -1.18962 -0.77253 -0.01340
F -2.37226 -1.03447 0.01362
H -0.47442 2.52339 -0.09960
H -2.07050 1.75897 -0.14964
H -0.66905 0.77317 1.53039
H 1.13061 1.20528 -0.87630
H 1.63683 0.94544 0.63684
H 1.49635 -1.31934 -1.28436
H 2.11510 -1.47831 0.60516
H -0.15962 -2.77453 -0.22321
*
```

***

The ion C5H8FN2 with charge +1, computed with ωB97M-V/def2-TZVPD.

Results
**HOMO-LUMO gap (spin up / spin down)**: 0.30574 / 0.30963 hartree
**Energy**: -404.2682 hartree
**HOMO energy (spin up / spin down)**: -13.145 / -13.350 eV
**Energy relative to the best compared isomer or geometry (same formula, charge and spin)**: 108.6 kcal per mole

Structure (ORCA input):
```
! wB97M-V def2-TZVPD RIJCOSX def2/J DEFGRID3
* xyz 1 1
C 1.47830 -0.14990 -2.20649
C -0.29139 -0.94220 -0.60427
C 1.16106 -0.82380 -1.06257
C -0.18989 -0.18989 0.67160
C 0.81353 0.91377 0.47390
N 1.61788 0.37761 -3.22943
N -1.49859 0.47960 1.24765
F 1.66286 1.07011 1.53761
H -0.93894 -0.41843 -1.17715
H -0.65925 -1.95722 -0.65540
H 1.75586 -1.41336 -0.49406
H 0.17186 -0.87263 1.33301
H 0.75312 1.83653 0.00952
H -1.50595 1.26762 1.86598
H -2.23006 -0.08660 1.72231
H -2.10039 0.90878 0.56782
*
```

***

Record-wise max |F| values, in eV Å⁻¹: 5.09 12.17 4.31